w) Density functional theory data (ωB97M-V with the def2-TZVPD basis set) for the molecule C4H4N4.

Geometry as XYZ:
```
12
C4H4N4 (ωB97M-V with the def2-TZVPD basis set)
N -0.754 1.249 -2.529
C -0.218 0.749 -1.599
C 0.310 -0.112 -0.568
N 1.241 -1.033 -0.972
C -0.248 0.074 0.648
N -1.124 1.147 1.006
C 0.189 -0.793 1.709
N 0.467 -1.457 2.615
H 1.741 -1.483 -0.239
H 1.816 -0.739 -1.799
H -1.895 0.761 1.528
H -1.525 1.638 0.200
```

The value obtained for the orbital gap is 8.699 eV. The value obtained for the LUMO energy is -0.1 eV. The spin multiplicity is 1. Its charge is 0. The HOMO energy is -8.808 eV.

***

x) Density functional theory data (ωB97M-V with the def2-TZVPD basis set) for the molecule C4H4N4.

Geometry as XYZ:
```
12
C4H4N4 (ωB97M-V with the def2-TZVPD basis set)
N -2.691 -1.793 0.738
C -1.729 -1.152 0.671
C -0.671 -0.198 0.493
C -0.431 0.893 1.293
N 0.490 1.771 0.851
N 0.902 1.166 -0.272
C 0.270 0.061 -0.632
N 0.716 -0.794 -1.622
H -0.898 1.139 2.220
H 1.566 1.623 -0.808
H 0.663 -2.040 -1.435
H 1.813 -0.675 -1.497
```

The value obtained for the orbital gap is 8.949 eV. The value obtained for the LUMO energy is 0.0 eV. The spin multiplicity is 1. Its charge is 0. The HOMO energy is -8.927 eV.

***

Most stable structure: w)

***

w) Density functional theory data (ωB97M-V with the def2-TZVPD basis set) for the molecule C2H3N3O3.

Geometry as XYZ:
```
11
C2H3N3O3 (ωB97M-V with the def2-TZVPD basis set)
O -0.733 1.867 -0.195
C 0.039 0.897 -0.066
O 1.409 1.155 0.221
N 2.120 -0.114 0.310
N 1.282 -1.021 -0.156
C 0.085 -0.540 -0.034
N -1.307 -0.963 -0.186
O -2.184 0.035 0.434
H 2.842 -0.114 -0.325
H -1.535 -2.025 0.253
H -2.017 0.822 -0.256
```

The value obtained for the orbital gap is 8.882 eV. The value obtained for the LUMO energy is -0.4 eV. The spin multiplicity is 1. Its charge is 0. The HOMO energy is -9.281 eV.

***

x) Density functional theory data (ωB97M-V with the def2-TZVPD basis set) for the molecule C2H3N3O3.

Geometry as XYZ:
```
11
C2H3N3O3 (ωB97M-V with the def2-TZVPD basis set)
C 1.659 -0.117 -0.092
O 0.577 0.032 -1.002
N -0.705 -0.114 -0.336
C -1.221 -1.262 0.064
N -1.733 -2.230 0.380
N -1.319 1.100 0.055
O -2.413 0.914 0.510
O -0.639 2.095 -0.036
H 2.379 0.557 -0.513
H 2.044 -1.150 0.065
H 1.371 0.175 0.907
```

The value obtained for the orbital gap is 10.819 eV. The value obtained for the LUMO energy is -0.3 eV. The spin multiplicity is 1. Its charge is 0. The HOMO energy is -11.135 eV.

***

Most stable structure: w)

***

w) Density functional theory data (ωB97M-V with the def2-TZVPD basis set) for the molecule C2H3N3O3.

Geometry as XYZ:
```
11
C2H3N3O3 (ωB97M-V with the def2-TZVPD basis set)
N 0.004 -0.272 2.613
C 0.033 -0.199 1.203
N 0.268 -1.295 0.434
C 0.131 -0.810 -0.830
O 0.040 -1.201 -1.991
N 0.386 0.718 -0.702
O -0.309 1.587 -1.611
O -0.291 1.036 0.653
H 0.774 -1.234 2.725
H -0.462 0.506 3.435
H -1.418 1.353 -1.213
```

The value obtained for the orbital gap is 9.759 eV. The value obtained for the LUMO energy is -0.2 eV. The spin multiplicity is 1. Its charge is 0. The HOMO energy is -9.939 eV.

***

x) Density functional theory data (ωB97M-V with the def2-TZVPD basis set) for a structure of composition C2H3N3O3.

Geometry as XYZ:
```
11
C2H3N3O3 (ωB97M-V with the def2-TZVPD basis set)
C 0.503 0.693 0.568
C 0.419 -0.555 -1.204
H 1.434 1.074 2.439
H 1.770 -1.248 -2.073
H -2.456 -0.637 0.918
N 1.253 0.034 -0.177
N 0.653 -1.170 -2.340
N -0.939 0.376 0.358
O 0.546 1.309 1.805
O -0.909 -0.193 -0.954
O -1.269 -0.453 1.356
```

The value obtained for the orbital gap is 9.403 eV. The value obtained for the LUMO energy is -0.1 eV. The spin multiplicity is 1. Its charge is 0. The HOMO energy is -9.525 eV.

***

Most stable structure: w)

***

w) Density functional theory data (ωB97M-V with the def2-TZVPD basis set) for a structure of composition C2H3N3O3.

Geometry as XYZ:
```
11
C2H3N3O3 (ωB97M-V with the def2-TZVPD basis set)
C 1.063 -0.285 0.198
C 0.105 0.845 0.090
H -2.430 1.404 -0.540
H -2.837 -0.040 1.227
H 2.647 0.899 -0.175
N -2.363 -0.022 0.005
N -0.977 0.013 -0.069
N 0.693 -1.540 0.005
O -0.803 -1.370 -0.166
O 2.497 -0.030 -0.007
O 0.074 2.053 -0.056
```

The value obtained for the orbital gap is 9.201 eV. The value obtained for the LUMO energy is -0.6 eV. The spin multiplicity is 1. Its charge is 0. The HOMO energy is -9.781 eV.

***

x) Density functional theory data (ωB97M-V with the def2-TZVPD basis set) for the molecule C2H3N3O3.

Geometry as XYZ:
```
11
C2H3N3O3 (ωB97M-V with the def2-TZVPD basis set)
O 0.854 -1.310 -2.143
N 1.423 -0.835 -0.955
C 0.451 -0.137 -0.440
O 0.884 0.310 0.752
N 0.037 0.426 1.911
C -1.079 0.969 1.531
N -1.463 0.991 0.188
O -0.917 -0.170 -0.451
H 1.681 -1.687 -2.333
H -1.863 0.917 2.370
H -2.606 1.053 0.132
```

The value obtained for the orbital gap is 9.136 eV. The value obtained for the LUMO energy is 0.2 eV. The spin multiplicity is 1. Its charge is 0. The HOMO energy is -8.981 eV.

***

Most stable structure: x)

***

w) Density functional theory data (ωB97M-V with the def2-TZVPD basis set) for a cluster of 2 separate species, C4H5F2NO in total.

Geometry as XYZ:
```
13
C4H5F2NO (ωB97M-V with the def2-TZVPD basis set)
C -0.433 -0.097 1.322
C 0.054 0.392 0.058
C 0.411 -1.620 -1.042
C -0.447 1.648 -0.256
H -0.878 0.957 1.788
H 0.586 -0.146 1.985
H 1.676 0.066 -1.511
H -0.899 -2.187 -0.634
H -1.081 2.348 0.378
N 1.008 -0.301 -0.709
O 1.198 -2.243 -1.804
F -1.368 -1.043 1.718
F 0.174 2.224 -1.294
```

The value obtained for the orbital gap is 9.765 eV. The value obtained for the LUMO energy is 0.5 eV. The spin multiplicity is 1. Its charge is 0. The HOMO energy is -9.286 eV.

***

x) Density functional theory data (ωB97M-V with the def2-TZVPD basis set) for the molecule C4H5F2NO.

Geometry as XYZ:
```
13
C4H5F2NO (ωB97M-V with the def2-TZVPD basis set)
C 0.840 -1.042 0.077
C 2.167 0.571 -0.512
C 0.080 1.218 0.164
C -1.629 -0.703 -0.059
N -0.195 -0.249 0.090
O 1.433 1.350 0.338
F 0.573 -2.355 0.023
F 3.357 0.202 0.134
H -0.086 1.708 -0.882
H -0.659 1.735 0.807
H -1.596 -1.482 -0.669
H -2.103 -1.032 0.951
H -2.181 0.079 -0.463
```

The value obtained for the orbital gap is 8.770 eV. The value obtained for the LUMO energy is 0.5 eV. The spin multiplicity is 1. Its charge is 0. The HOMO energy is -8.261 eV.

***

Most stable structure: w)

***

w) Density functional theory data (ωB97M-V with the def2-TZVPD basis set) for a cluster of 2 separate species, C10H15N2O in total.

Geometry as XYZ:
```
28
C10H15N2O (ωB97M-V with the def2-TZVPD basis set)
C 0.139 -4.716 -0.329
C 0.614 -3.597 -0.498
C 1.243 -2.187 -0.338
C 2.712 -2.037 -0.102
N 3.310 -0.770 0.087
C 2.533 0.422 0.063
C 1.059 0.416 -0.204
C 0.408 -0.930 -0.411
C -1.159 -0.919 -0.697
C -1.842 -0.394 0.663
N -3.189 -0.969 0.904
H -0.247 -5.691 0.089
H 3.335 -2.978 -0.079
H 4.323 -0.732 0.243
H 3.102 1.374 0.257
H 0.475 1.398 -0.214
H -1.529 -1.948 -1.009
H -1.390 -0.193 -1.547
H -1.819 0.741 0.650
H -1.135 -0.704 1.512
H -3.441 -0.756 1.885
H -3.045 -1.995 0.895
C -0.983 4.614 -0.575
O -0.141 3.763 0.198
H -1.457 4.022 -1.357
H -1.753 5.051 0.064
H -0.387 5.406 -1.033
H 0.266 4.310 0.881
```

The value obtained for the orbital gap is 7.800 eV. The value obtained for the LUMO energy is -4.6 eV. The spin multiplicity is 1. Its charge is +1. The HOMO energy is -12.372 eV.

***

x) Density functional theory data (ωB97M-V with the def2-TZVPD basis set) for a cluster of 2 separate species, C10H15N2O in total.

Geometry as XYZ:
```
28
C10H15N2O (ωB97M-V with the def2-TZVPD basis set)
N 0.954 -0.257 1.945
N -0.321 -0.525 2.502
C -0.368 -0.407 3.871
O 0.651 -0.428 4.548
H 1.640 -0.420 2.690
H 1.092 -0.920 1.182
H -1.129 -0.208 1.977
H -1.407 -0.344 4.243
C 2.329 0.491 -0.773
C 0.908 0.860 -0.521
C 0.647 2.202 0.054
C -0.134 0.097 -1.109
C -1.512 0.478 -0.999
C -2.520 -0.288 -1.573
C -2.216 -1.454 -2.287
C -0.878 -1.854 -2.413
C 0.142 -1.106 -1.838
H 2.523 -0.572 -0.575
H 2.627 0.676 -1.817
H 2.997 1.078 -0.132
H -0.302 2.256 0.599
H 1.449 2.469 0.753
H 0.620 2.984 -0.724
H -1.774 1.391 -0.458
H -3.557 0.039 -1.475
H -3.012 -2.048 -2.738
H -0.629 -2.754 -2.979
H 1.178 -1.438 -1.950
```

The value obtained for the orbital gap is 6.471 eV. The value obtained for the LUMO energy is -6.0 eV. The spin multiplicity is 1. Its charge is +1. The HOMO energy is -12.469 eV.

***

y) Density functional theory data (ωB97M-V with the def2-TZVPD basis set) for the ion C10H15N2O with charge +1.

Geometry as XYZ:
```
28
C10H15N2O (ωB97M-V with the def2-TZVPD basis set)
C 2.446 -2.973 0.395
C 2.376 -1.782 0.459
N 2.084 -0.447 0.507
C 1.965 0.277 1.560
C 1.597 1.677 1.227
C 1.130 1.580 -0.238
C -0.383 1.587 -0.443
C -1.089 0.405 0.184
O -0.671 -0.119 1.196
N -2.273 0.011 -0.468
C -3.186 -0.683 0.456
C -1.943 -0.874 -1.602
C 1.835 0.314 -0.765
H 2.526 -4.027 0.254
H 2.116 -0.150 2.543
H 2.451 2.334 1.406
H 0.794 1.993 1.895
H 1.543 2.420 -0.799
H -0.816 2.501 -0.031
H -0.603 1.599 -1.512
H -4.170 -0.731 -0.010
H -2.864 -1.706 0.670
H -3.280 -0.131 1.387
H -1.378 -1.749 -1.260
H -2.866 -1.208 -2.068
H -1.366 -0.331 -2.353
H 2.816 0.519 -1.185
H 1.208 -0.306 -1.401
```

The value obtained for the orbital gap is 8.353 eV. The value obtained for the LUMO energy is -4.4 eV. The spin multiplicity is 1. Its charge is +1. The HOMO energy is -12.734 eV.

***

Most stable structure: x)